1.
Molecular formula: C19H40FI2N5O7
Method: DFT, ωB97M-V/def2-TZVPD

Element x y z (Å)
C (5.81862, -0.11649, 1.28265)
C (5.03112, -1.48448, 1.42912)
F (5.70833, -2.45364, 0.58279)
C (3.47196, -1.46862, 1.06302)
I (3.22731, -2.78515, -0.71019)
I (2.40963, -2.46270, 2.71026)
O (2.92445, -0.19604, 0.66993)
C (1.84177, 0.22684, 1.49022)
O (0.67880, 0.27422, 1.00320)
H (5.21252, 0.78961, 0.97313)
H (6.36210, 0.15031, 2.25346)
H (6.64817, -0.23755, 0.49248)
H (5.17917, -1.87102, 2.49526)
H (1.93176, 0.57871, 2.57415)
C (1.14674, -6.99869, -0.13867)
C (0.70226, -5.93320, 0.82687)
O (0.92580, -4.74451, 0.63699)
N (0.02964, -6.33028, 1.94325)
C (-0.32877, -7.67480, 2.34367)
H (1.66752, -6.53484, -0.97623)
H (1.83310, -7.69000, 0.35494)
H (0.28085, -7.53911, -0.52729)
H (-0.23730, -5.56380, 2.54443)
H (-1.41545, -7.72680, 2.44062)
H (0.12583, -7.87687, 3.31600)
H (0.00571, -8.42132, 1.62656)
C (1.84973, 6.39810, 1.24115)
C (2.42964, 5.02693, 1.46485)
O (3.58425, 4.85778, 1.83742)
N (1.62325, 3.95354, 1.23860)
C (0.24965, 3.93160, 0.80155)
H (2.60469, 7.15208, 1.45983)
H (1.54246, 6.51030, 0.20040)
H (0.99827, 6.55833, 1.90659)
H (2.07795, 3.06869, 1.40860)
H (-0.33977, 3.41864, 1.56027)
H (0.20124, 3.36687, -0.13306)
H (-0.15496, 4.92868, 0.64274)
C (-4.87083, 3.04586, 1.66460)
C (-3.40135, 2.73939, 1.54437)
O (-2.53866, 3.50849, 1.94809)
N (-3.04392, 1.56135, 0.96381)
C (-3.90412, 0.52788, 0.42813)
H (-5.00003, 4.01502, 2.14609)
H (-5.32835, 3.08807, 0.67374)
H (-5.36411, 2.28738, 2.27629)
H (-2.04278, 1.42323, 0.91769)
H (-3.69826, -0.40189, 0.96263)
H (-3.66226, 0.39271, -0.62817)
H (-4.95859, 0.77611, 0.52826)
C (-0.61945, 10.61829, -0.71158)
C (-0.04063, 9.24607, -0.48935)
O (1.11245, 9.07729, -0.11828)
N (-0.84869, 8.17259, -0.71589)
C (-2.22844, 8.16435, -1.15373)
H (0.13818, 11.37017, -0.49194)
H (-0.92796, 10.73198, -1.75314)
H (-1.47022, 10.77979, -0.04590)
H (-0.39488, 7.28647, -0.54672)
H (-2.82674, 7.65392, -0.39579)
H (-2.28863, 7.60631, -2.09069)
H (-2.61861, 9.16830, -1.30583)
C (-0.73523, -9.39206, -4.77701)
C (-0.82249, -8.72275, -3.43129)
O (-0.24199, -9.16001, -2.44666)
N (-1.57860, -7.59457, -3.33199)
C (-2.33436, -6.92647, -4.37055)
H (-0.10053, -10.27469, -4.70146)
H (-1.72814, -9.70702, -5.10522)
H (-0.29437, -8.71060, -5.50783)
H (-1.59096, -7.20063, -2.40198)
H (-1.95930, -5.90528, -4.46595)
H (-3.38273, -6.89417, -4.06626)
H (-2.25244, -7.43218, -5.33009)

Cartesian forces, eV/Å:
C 0.8 0.4 -0.3
C 1.3 0.3 0.2
F -0.8 1.3 1.4
C 0.7 -0.6 -0.8
I -0.3 0.7 0.4
I 0.2 0.4 -0.3
O -0.7 -0.5 2.4
C -4.7 0.3 -1.9
O 4.9 0.0 1.6
H 0.5 -1.3 0.4
H -0.9 -0.5 -1.3
H -1.4 0.0 1.2
H -0.4 0.4 -1.7
H 0.9 -0.6 -1.5
C 0.0 0.1 -0.1
C 0.1 0.5 0.1
O -0.2 -0.3 0.0
N 0.2 0.0 -0.3
C -0.1 0.4 0.3
H -0.1 0.1 0.2
H -0.1 -0.1 -0.1
H 0.2 -0.2 0.0
H 0.0 -0.1 -0.1
H 0.0 -0.3 0.0
H -0.1 -0.3 0.0
H 0.0 0.2 0.0
C 0.1 -0.1 0.1
C 0.4 -0.3 0.1
O -0.1 0.0 0.0
N 0.5 0.5 0.1
C 0.1 -0.6 0.1
H -0.1 -0.2 -0.1
H 0.0 0.1 0.1
H -0.1 0.0 -0.2
H 0.0 0.1 0.0
H -0.3 0.2 -0.3
H -0.3 0.1 -0.1
H 0.1 -0.1 0.1
C -0.1 0.1 0.1
C 0.5 -0.1 0.0
O -0.4 0.0 0.0
N -0.2 0.5 0.2
C 0.5 -0.1 0.0
H 0.2 -0.1 -0.1
H -0.1 -0.1 0.1
H -0.1 0.0 -0.2
H -0.1 -0.1 0.0
H -0.2 -0.1 -0.1
H -0.2 -0.2 0.0
H 0.1 0.1 0.0
C 0.0 0.2 0.0
C 0.5 -0.3 0.2
O -0.3 0.2 -0.1
N 0.2 0.4 0.0
C 0.2 -0.5 0.1
H 0.0 -0.2 0.0
H -0.1 0.0 0.1
H -0.1 0.0 -0.2
H -0.1 0.1 0.0
H -0.2 0.1 -0.1
H -0.3 0.1 0.0
H 0.1 -0.1 0.0
C 0.1 -0.1 -0.1
C 0.1 0.1 0.5
O -0.1 0.0 -0.2
N 0.2 -0.4 -0.1
C 0.0 0.2 0.5
H -0.1 0.2 0.1
H 0.1 0.1 -0.1
H -0.2 -0.1 -0.1
H 0.0 0.0 -0.1
H -0.2 0.0 -0.2
H 0.0 0.1 -0.3
H 0.0 0.0 0.2

As for the gap between HOMO and LUMO: 8.26 eV. The spin multiplicity is 1. For the energy relative to the best compared isomer or geometry (same formula, charge and spin), the calculation gives 26.5 kcal/mol. The calculation puts the total energy at -61052.802 eV. Its largest force on an atom is 5.13 eV Å⁻¹. The HOMO energy comes out at -8.712 eV.

Mulliken atomic charge list, values in e, 8 entries: C -1.028; C 0.698; F -0.347; C -0.692; I 0.184; I 0.172; O -0.173; C -0.022



2.
Molecular formula: C19H40N2O10S5
Method: DFT, ωB97M-V/def2-TZVPD

Element x y z (Å)
C (-3.09035, -6.73257, -2.26520)
C (-2.05577, -5.65161, -2.59716)
N (-1.93133, -4.54513, -1.64752)
O (-3.21680, -4.07284, -1.21282)
C (-3.79489, -3.37574, -2.23347)
O (-4.75764, -3.78982, -2.81733)
N (-3.16859, -2.10919, -2.47212)
S (-2.76720, -1.82194, -4.12523)
H (-3.88892, -6.34715, -1.63177)
H (-3.56093, -7.10121, -3.18163)
H (-2.63118, -7.59107, -1.76471)
H (-2.20526, -5.23416, -3.59738)
H (-1.05552, -6.10042, -2.60767)
H (-1.49337, -4.86353, -0.79331)
H (-3.83157, -1.39253, -2.18541)
H (-3.87088, -2.25743, -4.76275)
C (1.89081, 0.19920, -3.93683)
C (2.11599, 1.41829, -4.84355)
C (1.46356, 1.11421, -6.20033)
S (0.11762, -0.03217, -5.84884)
O (0.40802, -1.29273, -6.48776)
O (-1.14468, 0.62584, -6.08469)
C (0.42389, -0.17388, -4.09563)
H (2.10171, 0.39775, -2.89033)
H (2.52264, -0.63182, -4.25760)
H (1.63599, 2.29247, -4.39826)
H (3.17442, 1.64875, -4.95928)
H (1.04539, 1.99527, -6.67997)
H (2.14562, 0.60939, -6.88155)
H (0.18566, -1.18508, -3.77539)
H (-0.22646, 0.53867, -3.58946)
C (1.36688, -1.06631, 2.29368)
C (1.42345, 0.46542, 2.34780)
C (1.62431, 0.96728, 0.91541)
S (0.89501, -0.28033, -0.15413)
O (1.94803, -0.88104, -0.94091)
O (-0.28045, 0.25610, -0.80383)
C (0.43242, -1.42163, 1.14039)
H (1.01460, -1.49152, 3.23243)
H (2.36376, -1.46712, 2.09352)
H (0.48124, 0.84663, 2.74088)
H (2.23037, 0.82586, 2.98032)
H (1.12861, 1.91640, 0.72768)
H (2.67821, 1.03962, 0.65211)
H (0.54775, -2.43989, 0.77549)
H (-0.61645, -1.22847, 1.35426)
C (-4.89858, 1.59466, 0.75081)
C (-5.37918, 1.39746, 2.19661)
C (-4.58251, 0.22617, 2.78670)
S (-3.00869, 0.21426, 1.91489)
O (-2.92143, -1.00679, 1.15528)
O (-1.94966, 0.58622, 2.82239)
C (-3.37424, 1.56590, 0.80659)
H (-5.26043, 2.52963, 0.32664)
H (-5.26230, 0.77833, 0.12322)
H (-5.18448, 2.30429, 2.77210)
H (-6.44930, 1.20266, 2.24407)
H (-4.38479, 0.33651, 3.84962)
H (-5.06077, -0.73219, 2.59525)
H (-2.88645, 1.36975, -0.14643)
H (-2.97064, 2.47286, 1.25600)
C (5.64229, 3.32555, 5.78688)
C (5.97135, 4.54140, 4.90907)
C (5.44815, 4.24217, 3.49856)
S (4.05441, 3.12476, 3.71233)
O (4.39376, 1.85461, 3.11871)
O (2.82688, 3.79054, 3.36041)
C (4.18666, 2.97862, 5.49142)
H (5.79195, 3.53636, 6.84441)
H (6.28560, 2.48555, 5.51731)
H (5.47155, 5.42567, 5.30849)
H (7.03980, 4.74911, 4.89112)
H (5.09650, 5.12891, 2.97792)
H (6.18465, 3.72181, 2.88983)
H (3.89993, 1.97080, 5.78213)
H (3.50225, 3.70559, 5.92753)

Cartesian forces, eV/Å:
C -0.1 -0.2 -0.1
C 0.0 -0.3 0.1
N 0.6 0.4 -0.3
O -0.5 -0.6 -0.1
C 0.0 0.1 -0.2
O 0.4 0.2 0.4
N -0.4 0.0 -0.5
S 0.3 -0.1 0.0
H 0.1 0.1 -0.1
H 0.1 0.0 0.1
H -0.1 0.2 0.0
H -0.2 0.0 0.1
H -0.1 0.2 -0.1
H -0.3 0.1 0.2
H 0.2 0.0 0.2
H -0.2 0.1 0.1
C 0.0 0.1 -0.1
C -0.1 0.0 0.0
C 0.2 0.1 0.2
S 0.0 0.1 0.0
O 0.0 0.0 0.0
O 0.0 -0.1 -0.1
C 0.1 0.0 0.1
H 0.1 0.0 -0.1
H 0.0 0.0 0.0
H 0.0 0.0 0.0
H 0.0 0.0 0.0
H -0.1 0.0 -0.1
H 0.0 -0.1 0.0
H 0.0 0.0 0.0
H 0.0 0.0 0.0
C 0.0 0.1 -0.1
C -0.1 0.0 0.1
C 0.0 0.1 0.2
S 0.0 0.0 0.3
O 0.0 0.0 -0.2
O 0.1 0.0 -0.2
C 0.0 -0.1 0.1
H 0.0 0.0 0.0
H 0.0 0.0 0.0
H 0.0 0.0 0.0
H 0.0 -0.1 0.0
H 0.0 0.0 -0.1
H 0.0 -0.1 0.0
H 0.0 0.1 -0.2
H 0.0 0.0 0.1
C 0.0 -0.1 0.1
C 0.0 0.0 0.0
C -0.2 0.2 0.0
S -0.2 0.1 0.1
O 0.1 -0.1 0.0
O 0.1 -0.1 0.0
C -0.1 0.1 -0.2
H 0.0 0.0 0.0
H 0.0 0.0 0.0
H 0.0 0.0 0.0
H 0.0 0.0 0.0
H 0.1 -0.1 0.0
H 0.1 0.0 0.0
H 0.1 -0.1 0.1
H 0.0 0.0 0.0
C 0.0 0.0 -0.1
C 0.0 0.0 0.0
C 0.2 0.2 0.1
S 0.1 0.2 0.1
O 0.0 0.0 -0.1
O 0.0 -0.1 -0.1
C 0.1 0.0 0.2
H 0.0 0.0 0.0
H 0.0 0.0 0.0
H 0.0 0.0 0.0
H 0.0 0.0 0.0
H 0.0 0.0 -0.1
H 0.0 -0.1 0.0
H -0.1 0.0 -0.1
H 0.0 0.0 0.0

As for the gap between HOMO and LUMO: 9.21 eV. The spin multiplicity is 1. The calculation puts the total energy at -97979.794 eV. Its largest force on an atom is 0.81 eV Å⁻¹. The HOMO energy comes out at -8.757 eV.

Mulliken atomic charge list, values in e, 8 entries: C -1.027; C -0.424; N -0.265; O -0.270; C 0.418; O -0.500; N -0.080; S -0.094